# 1
# C39H73N2O12P

A 7-piece molecular cluster, C39H73N2O12P overall in a non-equilibrium geometry (ωB97M-V with the def2-TZVPD basis set, OMol25).

CARTESIAN COORDINATES (ANGSTROEM)
C1 1.09 -4.07 3.15
C2 0.94 -3.80 1.74
C3 2.21 -3.25 0.93
C4 1.97 -1.76 0.28
C5 2.67 -1.85 -1.19
N1 3.26 -1.85 -2.26
C6 0.38 -1.52 -0.05
C7 0.37 -0.54 -1.35
N2 0.40 0.09 -2.38
P1 -0.58 -0.73 1.38
C8 -2.17 -1.68 1.79
C9 -3.10 -2.04 0.52
C10 -0.89 1.11 1.06
C11 -0.69 1.89 2.49
C12 2.64 -0.57 1.12
C13 2.63 -0.84 2.74
C14 4.14 -0.16 0.65
C15 5.25 -1.31 0.86
H1 2.01 -4.63 3.58
H2 0.23 -3.75 3.84
H3 -0.11 -4.00 1.28
H4 2.37 -3.97 0.04
H5 3.11 -3.30 1.62
H6 -0.14 -2.49 -0.40
H7 -1.89 -2.63 2.37
H8 -2.80 -1.00 2.49
H9 -3.77 -2.94 0.84
H10 -3.79 -1.16 0.22
H11 -2.49 -2.37 -0.40
H12 -1.91 1.32 0.58
H13 -0.11 1.60 0.35
H14 0.40 1.65 2.81
H15 -0.80 3.02 2.33
H16 -1.40 1.45 3.28
H17 2.00 0.40 0.99
H18 2.71 0.16 3.32
H19 3.52 -1.48 3.07
H20 1.65 -1.33 3.08
H21 4.45 0.71 1.36
H22 4.17 0.31 -0.42
H23 5.60 -1.69 -0.18
H24 6.19 -0.83 1.34
H25 4.94 -2.16 1.57
C16 -8.66 -2.04 0.29
C17 -8.59 -3.53 0.55
O1 -7.24 -3.95 0.80
C18 -6.62 -3.86 1.99
C19 -7.26 -3.07 3.10
O2 -5.53 -4.37 2.15
H26 -8.32 -1.46 1.15
H27 -9.68 -1.73 0.06
H28 -8.01 -1.77 -0.54
H29 -9.25 -3.84 1.37
H30 -8.92 -4.06 -0.34
H31 -6.83 -2.07 3.11
H32 -7.06 -3.57 4.04
H33 -8.35 -3.00 3.02
C20 6.80 3.11 -4.93
C21 7.41 2.02 -4.08
O3 6.79 1.95 -2.79
C22 5.64 1.30 -2.53
C23 4.81 0.80 -3.68
O4 5.26 1.17 -1.38
H34 5.74 2.93 -5.12
H35 7.31 3.19 -5.89
H36 6.87 4.08 -4.41
H37 7.39 1.04 -4.57
H38 8.46 2.25 -3.90
H39 4.02 1.53 -3.89
H40 4.35 -0.15 -3.39
H41 5.38 0.60 -4.58
C24 -0.54 3.58 -3.56
C25 0.90 3.33 -3.15
O5 1.81 4.03 -4.01
C26 2.16 5.32 -3.86
C27 1.38 6.18 -2.90
O6 3.04 5.80 -4.54
H42 -0.80 4.64 -3.48
H43 -1.23 3.01 -2.94
H44 -0.69 3.30 -4.61
H45 1.08 3.57 -2.10
H46 1.12 2.27 -3.27
H47 0.62 6.73 -3.46
H48 2.07 6.88 -2.43
H49 0.91 5.63 -2.09
C28 4.48 -4.93 -2.69
C29 4.69 -5.64 -1.36
O7 5.51 -6.80 -1.52
C30 6.86 -6.78 -1.54
C31 7.57 -5.46 -1.67
O8 7.48 -7.82 -1.53
H50 5.42 -4.58 -3.11
H51 3.81 -4.08 -2.57
H52 4.04 -5.62 -3.42
H53 5.09 -4.97 -0.59
H54 3.72 -5.99 -0.99
H55 7.82 -5.29 -2.72
H56 8.49 -5.51 -1.08
H57 7.00 -4.62 -1.28
C32 -0.86 12.37 -3.56
C33 0.06 11.22 -3.18
O9 -0.67 10.00 -3.03
C34 -1.01 9.18 -4.05
C35 -0.85 9.67 -5.46
O10 -1.50 8.10 -3.81
H58 -1.35 12.19 -4.52
H59 -0.30 13.31 -3.63
H60 -1.65 12.48 -2.82
H61 0.89 11.10 -3.89
H62 0.52 11.44 -2.21
H63 -1.80 10.06 -5.81
H64 -0.55 8.82 -6.08
H65 -0.08 10.43 -5.58
C36 -6.18 -5.95 7.92
C37 -6.34 -4.44 7.89
O11 -7.48 -4.06 7.11
C38 -8.75 -4.02 7.57
C39 -9.06 -4.65 8.90
O12 -9.63 -3.55 6.89
H66 -7.04 -6.43 8.39
H67 -5.28 -6.23 8.47
H68 -6.11 -6.34 6.90
H69 -6.39 -4.00 8.89
H70 -5.47 -4.00 7.40
H71 -9.43 -5.66 8.74
H72 -9.83 -4.05 9.40
H73 -8.21 -4.68 9.58

The HOMO energy is -8.044 eV. Its frontier orbital gap is 8.35 eV. The calculated total energy is -78458.7804 eV. The strongest force on any atom comes out at 6.91 eV Å⁻¹. The molar mass comes out at 792.99 g/mol.

***

# 2
# C39H74B2F8N4O13P

A 4-piece molecular cluster, C39H74B2F8N4O13P overall in a non-equilibrium geometry (ωB97M-V with the def2-TZVPD basis set, OMol25).

CARTESIAN COORDINATES (ANGSTROEM)
C1 -1.35 1.31 3.61
C2 -1.57 2.79 3.27
B1 -0.72 3.31 2.00
O1 -1.32 4.35 1.29
B2 0.83 2.72 1.54
C3 0.92 1.60 0.32
C4 -0.23 0.65 0.21
O2 -0.04 -0.30 -0.89
C5 -1.06 -0.29 -1.83
C6 -0.76 0.55 -3.08
F1 -1.97 0.88 -3.62
F2 -0.13 1.71 -2.82
C7 -0.02 -0.18 -4.21
F3 0.24 0.66 -5.23
F4 -0.82 -1.14 -4.70
C8 1.34 -0.84 -3.86
F5 1.80 -1.34 -5.04
F6 1.20 -1.89 -3.05
C9 2.42 0.16 -3.36
F7 2.63 0.04 -2.05
F8 3.59 -0.09 -4.00
O3 1.60 2.42 2.81
C10 2.25 3.57 3.14
P1 3.35 3.44 4.62
N1 2.44 4.34 5.78
O4 4.69 4.39 4.30
C11 2.82 4.04 1.77
C12 3.14 5.54 1.60
C13 3.17 5.98 0.15
O5 1.89 6.40 -0.34
C14 3.91 3.17 1.04
C15 4.59 2.04 1.82
O6 5.68 2.24 2.35
C16 4.02 0.65 1.89
C17 3.61 0.12 3.07
C18 3.07 -1.12 3.14
C19 2.93 -1.88 2.01
C20 3.37 -1.37 0.83
C21 3.91 -0.13 0.79
O7 1.61 3.92 1.01
H1 -0.33 1.13 3.95
H2 -1.64 0.67 2.78
H3 -2.02 1.05 4.43
H4 -2.63 2.91 3.02
H5 -1.37 3.39 4.16
H6 -2.00 4.73 1.85
H7 1.82 1.00 0.47
H8 1.07 2.17 -0.60
H9 -1.21 1.14 0.15
H10 -0.22 0.03 1.11
H11 -2.04 0.01 -1.46
H12 -1.17 -1.32 -2.20
H13 2.15 1.19 -3.60
H14 1.58 4.43 3.40
H15 2.85 4.19 6.69
H16 2.44 5.33 5.55
H17 4.40 5.19 3.84
H18 4.12 5.75 2.04
H19 2.35 6.10 2.09
H20 3.83 6.84 0.05
H21 3.55 5.22 -0.53
H22 1.64 5.78 -1.02
H23 4.72 3.84 0.78
H24 3.53 2.79 0.10
H25 3.69 0.66 4.00
H26 2.74 -1.50 4.09
H27 2.47 -2.86 2.11
H28 3.26 -1.97 -0.06
H29 4.22 0.26 -0.17
C22 -4.47 -4.35 3.79
O8 -3.80 -4.94 2.69
C23 -4.65 -5.60 1.76
C24 -4.75 -4.82 0.46
N2 -5.50 -3.58 0.63
C25 -5.41 -2.66 -0.50
C26 -4.03 -2.12 -0.89
O9 -3.45 -1.24 0.04
C27 -2.80 -1.86 1.14
H30 -3.72 -4.08 4.53
H31 -5.00 -3.43 3.50
H32 -5.18 -5.05 4.24
H33 -5.64 -5.79 2.19
H34 -4.19 -6.56 1.54
H35 -5.26 -5.45 -0.29
H36 -3.73 -4.64 0.11
H37 -5.17 -3.11 1.46
H38 -6.03 -1.80 -0.25
H39 -5.86 -3.13 -1.38
H40 -4.17 -1.53 -1.80
H41 -3.33 -2.92 -1.16
H42 -2.33 -2.80 0.85
H43 -3.49 -2.02 1.97
H44 -2.02 -1.18 1.49
C28 -3.37 -12.62 2.53
O10 -3.65 -12.80 1.16
C29 -5.02 -13.05 0.86
C30 -5.66 -11.86 0.17
N3 -5.81 -10.73 1.08
C31 -6.16 -9.46 0.44
C32 -5.20 -8.88 -0.60
O11 -3.98 -8.41 -0.07
C33 -2.99 -9.41 0.15
H45 -2.29 -12.68 2.66
H46 -3.71 -11.64 2.89
H47 -3.83 -13.40 3.14
H48 -5.58 -13.34 1.75
H49 -5.05 -13.89 0.17
H50 -6.65 -12.15 -0.20
H51 -5.04 -11.60 -0.69
H52 -4.95 -10.60 1.59
H53 -6.27 -8.72 1.23
H54 -7.15 -9.57 -0.03
H55 -5.69 -7.99 -1.02
H56 -5.03 -9.55 -1.44
H57 -3.04 -10.20 -0.60
H58 -3.07 -9.83 1.15
H59 -2.01 -8.93 0.07
C34 4.88 11.75 -4.40
O12 3.67 11.04 -4.19
C35 3.24 10.27 -5.31
C36 3.40 8.78 -5.06
N4 4.81 8.39 -5.04
C37 5.06 7.04 -4.53
C38 4.63 6.70 -3.11
O13 5.38 7.34 -2.09
C39 4.96 8.67 -1.80
H60 4.98 12.46 -3.59
H61 5.75 11.08 -4.38
H62 4.86 12.29 -5.35
H63 3.74 10.58 -6.23
H64 2.17 10.48 -5.43
H65 2.89 8.23 -5.86
H66 2.90 8.55 -4.11
H67 5.32 9.05 -4.46
H68 6.14 6.88 -4.60
H69 4.59 6.33 -5.22
H70 4.82 5.63 -2.97
H71 3.56 6.83 -2.95
H72 3.88 8.79 -1.92
H73 5.50 9.39 -2.42
H74 5.23 8.87 -0.76

The HOMO energy is -4.214 eV. Its frontier orbital gap is 6.08 eV. The calculated total energy is -106602.0589 eV. The charge is -1. The strongest force on any atom comes out at 2.24 eV Å⁻¹. The molar mass comes out at 1011.62 g/mol.

***

# 3
# C39H74O21S7

A 10-piece molecular cluster, C39H74O21S7 overall in a non-equilibrium geometry (ωB97M-V with the def2-TZVPD basis set, OMol25).

CARTESIAN COORDINATES (ANGSTROEM)
C1 20.57 -4.71 21.80
C2 20.50 -4.23 20.35
C3 20.00 -5.18 19.26
O1 18.88 -4.49 18.72
C4 18.75 -3.27 19.26
O2 17.92 -2.50 18.86
O3 19.62 -3.09 20.24
H1 21.19 -5.59 21.98
H2 19.56 -4.96 22.13
H3 20.87 -3.85 22.39
H4 21.47 -3.80 20.10
H5 19.75 -6.16 19.67
H6 20.67 -5.32 18.41
C5 17.73 0.21 17.32
C6 18.98 0.99 17.61
C7 20.03 0.38 18.53
O4 21.20 0.48 17.73
C8 20.98 1.07 16.54
O5 21.83 1.33 15.74
O6 19.66 1.26 16.36
H7 17.15 0.07 18.24
H8 17.88 -0.79 16.90
H9 17.01 0.58 16.59
H10 18.69 2.00 17.90
H11 19.84 -0.67 18.77
H12 20.14 0.92 19.47
O7 25.73 2.63 19.92
S1 24.39 2.34 19.43
O8 23.53 1.60 20.34
C9 23.64 3.89 18.79
C10 23.85 3.97 17.27
C11 24.88 2.92 16.90
C12 24.68 1.65 17.75
H13 23.94 4.77 19.36
H14 22.58 3.79 19.04
H15 22.90 3.86 16.75
H16 24.17 4.99 17.04
H17 25.89 3.27 17.09
H18 24.85 2.63 15.85
H19 25.47 0.91 17.72
H20 23.73 1.22 17.43
O9 25.29 0.17 15.31
S2 24.88 -1.18 15.01
O10 24.66 -1.63 13.64
C13 26.00 -2.31 15.96
C14 25.40 -2.30 17.38
C15 23.89 -2.16 17.31
C16 23.43 -1.58 15.97
H21 26.96 -1.83 15.85
H22 25.94 -3.29 15.49
H23 25.77 -3.19 17.89
H24 25.80 -1.49 17.99
H25 23.33 -1.68 18.11
H26 23.52 -3.19 17.39
H27 22.83 -0.68 15.94
H28 22.97 -2.35 15.35
O11 12.61 -4.95 16.30
S3 13.17 -4.05 17.26
O12 12.73 -4.03 18.64
C17 14.97 -3.89 17.22
C18 15.36 -2.61 16.43
C19 14.18 -1.62 16.76
C20 12.88 -2.39 16.47
H29 15.47 -4.79 16.87
H30 15.42 -3.68 18.19
H31 16.36 -2.29 16.70
H32 15.28 -2.64 15.34
H33 14.13 -0.81 16.03
H34 14.20 -1.23 17.78
H35 12.83 -2.56 15.40
H36 11.99 -2.07 17.02
O13 19.24 2.48 13.61
S4 19.10 3.91 13.74
O14 19.00 4.74 12.55
C21 17.72 4.32 14.87
C22 18.20 5.57 15.65
C23 19.70 5.43 15.90
C24 20.41 4.55 14.87
H37 17.66 3.51 15.60
H38 16.86 4.27 14.21
H39 17.99 6.40 14.96
H40 17.64 5.83 16.54
H41 19.77 4.92 16.86
H42 20.13 6.43 16.00
H43 20.79 3.64 15.34
H44 21.29 4.94 14.36
O15 19.15 -2.96 15.16
S5 19.14 -2.69 13.71
O16 17.82 -2.62 13.08
C25 20.09 -1.13 13.35
C26 21.21 -1.55 12.38
C27 21.56 -3.03 12.65
C28 20.25 -3.81 12.81
H45 20.44 -0.75 14.30
H46 19.36 -0.44 12.93
H47 20.86 -1.40 11.36
H48 22.11 -0.98 12.62
H49 22.13 -3.06 13.58
H50 22.14 -3.51 11.86
H51 20.36 -4.74 13.36
H52 19.63 -3.92 11.92
O17 19.71 3.09 20.98
S6 19.69 2.37 22.22
O18 19.86 3.08 23.47
C29 18.13 1.38 22.35
C30 18.56 0.09 22.98
C31 19.82 -0.31 22.26
C32 20.79 0.85 22.22
H53 17.64 1.24 21.38
H54 17.46 2.00 22.95
H55 18.80 0.26 24.04
H56 17.86 -0.75 23.03
H57 19.48 -0.50 21.23
H58 20.24 -1.27 22.56
H59 21.43 0.89 21.34
H60 21.46 0.91 23.07
O19 11.37 -1.37 20.07
S7 12.18 -1.47 21.26
O20 11.85 -2.46 22.28
C33 13.93 -1.81 20.80
C34 14.48 -0.40 20.58
C35 14.04 0.38 21.84
C36 12.54 0.20 21.99
H61 13.94 -2.49 19.96
H62 14.33 -2.18 21.74
H63 15.55 -0.27 20.43
H64 13.94 -0.04 19.69
H65 14.28 1.43 21.65
H66 14.55 0.02 22.73
H67 11.95 0.96 21.47
H68 12.06 0.31 22.97
C37 25.82 4.15 13.57
C38 24.43 3.51 13.64
C39 24.28 2.15 12.99
O21 23.51 4.03 14.22
H69 26.02 4.66 14.51
H70 25.94 4.80 12.71
H71 26.56 3.35 13.46
H72 24.24 2.23 11.90
H73 23.50 1.56 13.45
H74 25.19 1.55 13.10

The HOMO energy is -9.766 eV. Its frontier orbital gap is 9.48 eV. The calculated total energy is -160483.9284 eV. The strongest force on any atom comes out at 2.55 eV Å⁻¹. The molar mass comes out at 1103.47 g/mol.

***

- Among the records above, which one has the highest molar mass?
  C39H74O21S7